No. 1
{
  "formula": "CH5N2O2",
  "method": "ωB97M-V/def2-TZVPD",
  "lumo_energy_ev": -3.946,
  "largest_force_ev_per_a": 4.68,
  "relative_energy_ev": 1.852,
  "total_charge": 1,
  "multiplicity": 1,
  "e_tot_ha": -300.69928,
  "elements": ["C", "N", "N", "O", "O", "H", "H", "H", "H", "H"],
  "coordinates": [[1.41398, 0.25879, -0.04666], [2.44805, -0.40545, 0.10508], [0.42432, 0.88711, -0.09267], [-2.07304, 0.66710, -0.22747], [-2.06424, -0.64642, 0.26324], [-0.54569, 0.76639, -0.28275], [2.65820, -0.66998, 1.09357], [3.10489, -0.68371, -0.58393], [-2.48993, -1.15149, -0.45126], [-2.87655, 0.97766, 0.22285]],
  "atomic_forces_ev_per_a": [[-4.125, 2.095, -0.736], [2.259, -1.532, 2.883], [4.183, -0.620, 0.073], [-1.320, 0.353, -0.123], [0.201, -1.450, 0.104], [-2.039, 0.331, -0.042], [-0.012, 0.109, -1.108], [0.464, -0.032, -0.920], [0.062, 0.038, 0.116], [0.327, 0.707, -0.247]]
}

No. 2
{
  "formula": "CH5N2O4P",
  "method": "ωB97M-V/def2-TZVPD",
  "lumo_energy_ev": 7.242,
  "largest_force_ev_per_a": 5.34,
  "relative_energy_ev": 0.793,
  "total_charge": -2,
  "multiplicity": 1,
  "e_tot_ha": -792.94553,
  "elements": ["C", "N", "N", "O", "O", "O", "O", "P", "H", "H", "H", "H", "H"],
  "coordinates": [[-1.58401, -0.85409, -0.52709], [-1.45678, 1.20149, 0.31893], [-2.16080, 0.27988, -0.43722], [3.16361, 0.00314, -0.19799], [1.34438, -1.27164, 0.95030], [1.17849, 1.27695, 0.62971], [0.88887, -0.25248, -1.39815], [1.69934, 0.01809, -0.18664], [-0.71428, -1.26437, 0.07225], [-2.24159, -1.76268, -0.99770], [-1.65986, 2.14365, -0.02026], [-0.39733, 1.35238, 0.31842], [1.93995, -0.87032, 1.47544]],
  "atomic_forces_ev_per_a": [[-1.610, -3.346, 0.595], [-0.458, 2.320, 0.173], [1.304, -0.352, -0.335], [2.989, -0.359, -0.502], [-2.936, -1.348, -3.640], [0.356, -0.922, -0.850], [-0.264, -0.478, -1.313], [-2.573, 2.036, 2.004], [-0.848, 1.134, -0.947], [1.380, 2.280, 0.626], [-1.038, -0.259, -0.008], [0.467, -2.065, 0.170], [3.229, 1.360, 4.028]]
}

No. 3
{
  "formula": "CH5N2S",
  "method": "ωB97M-V/def2-TZVPD",
  "lumo_energy_ev": [1.014, -2.882],
  "largest_force_ev_per_a": 1.60,
  "relative_energy_ev": 0.061,
  "total_charge": 0,
  "multiplicity": 2,
  "e_tot_ha": -548.72846,
  "elements": ["S", "H", "N", "C", "N", "H", "H", "H", "H"],
  "coordinates": [[1.17545, -1.38030, -1.13011], [1.53807, -0.09022, -1.11490], [-1.09599, -0.13104, 0.46632], [-1.09670, 1.11137, 0.98862], [-0.10568, 1.91118, 0.91502], [-0.28522, -0.51531, -0.06240], [-1.89949, -0.70249, 0.64947], [-2.02007, 1.39904, 1.50345], [-0.31764, 2.85373, 1.20978]],
  "atomic_forces_ev_per_a": [[0.757, -0.458, -0.528], [0.062, 0.136, 0.006], [0.174, -0.273, -0.035], [0.114, 0.932, 0.332], [0.354, -0.357, -0.715], [-1.267, 0.510, 0.830], [0.117, -0.186, -0.109], [-0.138, -0.192, -0.173], [-0.172, -0.111, 0.391]]
}

No. 4
{
  "formula": "CH5N2S",
  "method": "ωB97M-V/def2-TZVPD",
  "lumo_energy_ev": [-3.884, -7.591],
  "largest_force_ev_per_a": 4.47,
  "relative_energy_ev": 1.793,
  "total_charge": 1,
  "multiplicity": 3,
  "e_tot_ha": -548.37288,
  "elements": ["C", "N", "N", "S", "H", "H", "H", "H", "H"],
  "coordinates": [[-0.17526, -0.07341, 0.52841], [0.37970, -0.98472, 1.19482], [0.23516, 0.48396, -0.62065], [-0.59955, 1.82671, -1.40093], [-1.03111, 0.45662, 1.05295], [0.03166, -1.20211, 2.07036], [1.20639, -1.49531, 0.87100], [0.85664, 0.16381, -1.35330], [-0.90363, 0.82444, -2.34268]],
  "atomic_forces_ev_per_a": [[-0.734, 3.988, -1.755], [2.434, -2.222, -0.676], [0.405, -3.066, 2.178], [-2.745, 3.031, -1.797], [0.901, -0.586, -0.933], [-0.747, -0.717, 2.027], [-0.460, 0.258, 0.170], [0.528, -1.231, 0.718], [0.417, 0.544, 0.068]]
}

No. 5
{
  "formula": "CH5N2S",
  "method": "ωB97M-V/def2-TZVPD",
  "lumo_energy_ev": [-3.691, -7.389],
  "largest_force_ev_per_a": 5.80,
  "relative_energy_ev": 2.740,
  "total_charge": 1,
  "multiplicity": 3,
  "e_tot_ha": -548.33808,
  "elements": ["C", "N", "N", "S", "H", "H", "H", "H", "H"],
  "coordinates": [[0.31025, -0.10518, 0.65911], [0.21539, -1.31743, 0.06297], [-0.48202, 0.88041, -0.58562], [1.89786, -0.68470, 0.30008], [-0.15795, 0.37699, 1.57910], [-0.01877, -2.21775, 0.64949], [-1.19049, 0.28182, -0.90057], [0.20625, 0.85832, -1.35100], [-0.78052, 1.92752, -0.41357]],
  "atomic_forces_ev_per_a": [[-2.275, 3.221, -0.139], [-2.360, -4.958, 1.874], [2.355, 2.924, 1.073], [3.146, 1.232, 0.118], [0.847, -1.263, -0.891], [-0.128, 1.984, -1.607], [-1.923, -0.822, -0.331], [-0.206, 0.398, 0.251], [0.545, -2.716, -0.348]]
}

No. 6
{
  "formula": "CH5N3",
  "method": "ωB97M-V/def2-TZVPD",
  "lumo_energy_ev": [0.618, 0.287],
  "largest_force_ev_per_a": 7.68,
  "smiles": "C/N=N/N",
  "relative_energy_ev": 5.522,
  "total_charge": 0,
  "multiplicity": 1,
  "e_tot_ha": -205.18816,
  "elements": ["C", "N", "N", "N", "H", "H", "H", "H", "H"],
  "coordinates": [[1.37798, -0.16099, -0.05345], [0.23394, 0.61851, -0.15610], [-1.02490, -0.38740, 0.18162], [-2.19269, 0.15049, -0.00748], [1.57953, -0.22648, 0.99363], [2.09752, 0.52719, -0.35808], [1.34569, -1.10150, -0.40343], [-2.21162, 1.20081, -0.17479], [-2.94611, -0.40650, -0.55137]],
  "atomic_forces_ev_per_a": [[-0.277, 2.335, 2.684], [-7.284, -2.350, 0.691], [4.793, 2.042, -1.768], [-1.598, 1.783, -1.222], [0.452, -0.394, 1.212], [1.891, 0.463, -1.252], [0.072, -3.190, -1.860], [0.017, -1.709, 0.044], [1.934, 1.021, 1.471]]
}

No. 7
{
  "formula": "CH5N3",
  "method": "ωB97M-V/def2-TZVPD",
  "lumo_energy_ev": 0.942,
  "largest_force_ev_per_a": 1.95,
  "smiles": "N=C(N)N",
  "relative_energy_ev": 1.079,
  "total_charge": 0,
  "multiplicity": 1,
  "e_tot_ha": -205.35145,
  "elements": ["N", "C", "N", "N", "H", "H", "H", "H", "H"],
  "coordinates": [[-0.62113, 0.07645, 1.35697], [-0.17937, -0.08268, 0.16401], [-1.01298, -0.25003, -0.88171], [1.16032, 0.18569, -0.30111], [0.01326, -0.38284, 2.00979], [-1.96604, -0.27676, -0.55517], [-0.64196, -0.13469, -1.80457], [1.87983, -0.30579, 0.21232], [1.36807, 1.17066, -0.20051]],
  "atomic_forces_ev_per_a": [[-0.411, -1.903, -0.066], [0.472, 1.577, -0.116], [0.079, 0.101, 1.055], [0.591, -0.823, -0.326], [0.335, 1.121, 0.270], [-0.244, -0.079, -0.901], [-0.473, 0.082, -0.186], [-0.120, -0.125, 0.148], [-0.230, 0.048, 0.121]]
}

No. 8
{
  "formula": "CH5N3O",
  "method": "ωB97M-V/def2-TZVPD",
  "lumo_energy_ev": 0.720,
  "largest_force_ev_per_a": 6.88,
  "relative_energy_ev": 5.921,
  "total_charge": 0,
  "multiplicity": 1,
  "e_tot_ha": -280.38690,
  "elements": ["C", "H", "H", "H", "H", "H", "N", "N", "N", "O"],
  "coordinates": [[0.94631, 0.06808, -0.09773], [-1.57677, -0.91137, -0.48777], [-0.98694, -2.23479, -1.75625], [2.08120, 0.29628, 0.09512], [-0.63394, 1.16258, 0.07647], [-0.12581, 1.17886, 2.36158], [-0.63929, -1.16060, -1.37186], [0.62714, -0.86658, -0.99326], [-0.04017, 0.62962, 0.62728], [0.34826, 1.83792, 1.54644]],
  "atomic_forces_ev_per_a": [[2.164, -3.086, -2.865], [3.669, -0.941, -3.036], [2.526, 3.849, 1.669], [-2.554, -0.511, -0.391], [-1.772, 0.618, -1.633], [2.365, 3.792, -2.839], [-5.762, -1.184, 2.283], [1.752, 0.825, 1.428], [-0.043, 2.507, 2.677], [-2.345, -5.870, 2.708]]
}

- multiplicity of number 6 (CH5N3)?
  1